Entry 1:
Density functional theory data (the ωB97M-V functional and the def2-TZVPD basis) for a molecular structure, C26H33BN6O8SZn.

HOMO-LUMO gap	6.46	eV
relative energy (zero: lowest compared OMol25 entry of this formula, charge and spin)	0.000	eV
E_LUMO	-1.37	eV
E_HOMO	-7.8292	eV

Element x y z (Å)
Zn: 11.623 8.590 11.990
O: 11.258 4.578 13.262
C: 11.330 5.815 13.165
N: 11.322 6.564 12.003
C: 10.973 5.960 10.823
O: 10.396 4.871 10.677
C: 11.336 6.733 9.637
C: 11.218 6.119 8.369
C: 11.666 6.801 7.248
C: 12.228 8.076 7.408
C: 12.288 8.636 8.681
N: 11.846 7.978 9.776
C: 11.497 6.618 14.370
C: 11.334 5.988 15.636
C: 11.526 6.731 16.795
C: 11.846 8.095 16.674
C: 11.930 8.655 15.406
N: 11.787 7.930 14.277
H: 10.799 5.125 8.367
H: 11.604 6.331 6.279
H: 12.617 8.664 6.586
H: 12.685 9.631 8.848
H: 11.080 4.941 15.626
H: 11.450 6.269 17.763
H: 12.001 8.734 17.533
H: 12.090 9.725 15.305
C: 17.808 5.874 17.790
C: 17.386 7.323 18.015
S: 17.735 8.331 16.546
O: 17.075 9.619 16.716
O: 19.177 8.310 16.304
C: 16.906 7.511 15.185
C: 17.012 8.450 13.999
N: 15.891 8.291 13.049
C: 14.750 9.024 13.006
N: 13.893 8.555 12.081
C: 14.533 7.472 11.484
C: 15.768 7.283 12.073
N: 16.718 6.347 11.797
O: 16.542 5.647 10.742
O: 17.722 6.182 12.600
C: 14.505 10.200 13.845
H: 17.855 5.339 18.733
H: 18.805 5.818 17.354
H: 17.112 5.328 17.166
H: 17.968 7.806 18.798
H: 16.335 7.444 18.264
H: 15.877 7.316 15.478
H: 17.378 6.554 14.948
H: 17.929 8.311 13.423
H: 17.029 9.487 14.335
H: 14.114 6.888 10.690
H: 15.171 11.015 13.564
H: 14.652 9.987 14.902
H: 13.484 10.535 13.685
C: 9.454 12.522 14.899
C: 9.356 11.960 13.488
C: 9.221 13.080 12.469
O: 10.661 11.281 13.176
B: 10.341 10.146 12.543
O: 9.016 9.827 12.445
C: 8.314 10.821 13.321
C: 7.989 10.067 14.595
C: 7.029 11.209 12.595
H: 10.151 13.360 14.899
H: 9.769 11.787 15.628
H: 8.498 12.934 15.208
H: 10.047 13.784 12.561
H: 8.302 13.638 12.650
H: 9.204 12.677 11.457
H: 8.894 9.767 15.123
H: 7.410 9.176 14.377
H: 7.391 10.669 15.281
H: 7.209 11.609 11.602
H: 6.507 11.964 13.175
H: 6.358 10.357 12.545

Calculated atomic charges, method Löwdin, unit e: atom 1 (Zn): 0.70, atom 2 (O): 0.07, atom 3 (C): -0.42, atom 4 (N): 0.07, atom 5 (C): -0.44, atom 6 (O): 0.07, atom 7 (C): -0.18, atom 8 (C): 0.02, atom 9 (C): -0.04, atom 10 (C): -0.05, atom 11 (C): -0.11, atom 12 (N): 0.06, atom 13 (C): -0.18, atom 14 (C): 0.02, atom 15 (C): -0.05, atom 16 (C): -0.05, atom 17 (C): -0.13, atom 18 (N): 0.09, atom 19 (H): 0.12, atom 20 (H): 0.11, atom 21 (H): 0.10, atom 22 (H): 0.11, atom 23 (H): 0.11, atom 24 (H): 0.10, atom 25 (H): 0.10, atom 26 (H): 0.10, atom 27 (C): -0.12, atom 28 (C): -0.28, atom 29 (S): 0.67, atom 30 (O): -0.34, atom 31 (O): -0.31, atom 32 (C): -0.21, atom 33 (C): -0.14, atom 34 (N): 0.07, atom 35 (C): -0.30, atom 36 (N): 0.09, atom 37 (C): 0.02, atom 38 (C): -0.16, atom 39 (N): -0.26, atom 40 (O): 0.07, atom 41 (O): 0.03, atom 42 (C): 0.02, atom 43 (H): 0.08, atom 44 (H): 0.08, atom 45 (H): 0.07, atom 46 (H): 0.10, atom 47 (H): 0.10, atom 48 (H): 0.12, atom 49 (H): 0.10, atom 50 (H): 0.13, atom 51 (H): 0.11, atom 52 (H): 0.12, atom 53 (H): 0.11, atom 54 (H): 0.09, atom 55 (H): 0.07, atom 56 (C): -0.01, atom 57 (C): -0.44, atom 58 (C): -0.02, atom 59 (O): 0.05, atom 60 (B): -0.70, atom 61 (O): 0.05, atom 62 (C): -0.44, atom 63 (C): -0.01, atom 64 (C): -0.01, atom 65 (H): 0.09, atom 66 (H): 0.08, atom 67 (H): 0.09, atom 68 (H): 0.09, atom 69 (H): 0.09, atom 70 (H): 0.10, atom 71 (H): 0.09, atom 72 (H): 0.10, atom 73 (H): 0.09, atom 74 (H): 0.09, atom 75 (H): 0.09, atom 76 (H): 0.09

***

Entry 2:
Density functional theory data (the ωB97M-V functional and the def2-TZVPD basis) for 2 unconnected molecules or ions with the total composition C4H11O3.

HOMO-LUMO gap	7.37	eV
relative energy (zero: lowest compared OMol25 entry of this formula, charge and spin)	1.124	eV
E_LUMO	4.05	eV
net charge	-1
E_HOMO	-3.3273	eV

Element x y z (Å)
C: 0.487 -1.598 -0.305
C: 0.564 -0.786 0.992
C: 0.627 0.800 0.937
O: -0.227 1.296 0.000
C: -0.510 -1.115 -1.401
O: 0.187 -1.012 -2.644
H: 1.488 -1.712 -0.767
H: 0.236 -2.625 0.029
H: 1.493 -1.125 1.566
H: -0.285 -0.937 1.655
H: 0.326 1.098 1.956
H: 1.653 1.063 0.604
H: -0.979 -0.183 -1.196
H: -1.313 -1.858 -1.478
H: 0.661 -0.173 -2.618
H: -0.824 2.552 0.501
H: -2.262 3.041 1.095
O: -1.323 3.273 1.074

Calculated atomic charges, method Löwdin, unit e: atom 1 (C): -0.19, atom 2 (C): -0.22, atom 3 (C): -0.43, atom 4 (O): -0.33, atom 5 (C): -0.27, atom 6 (O): -0.11, atom 7 (H): 0.10, atom 8 (H): 0.09, atom 9 (H): 0.10, atom 10 (H): 0.08, atom 11 (H): 0.09, atom 12 (H): 0.09, atom 13 (H): 0.07, atom 14 (H): 0.10, atom 15 (H): 0.08, atom 16 (H): -0.03, atom 17 (H): -0.02, atom 18 (O): -0.20

***

Entry 3:
Density functional theory data (the ωB97M-V functional and the def2-TZVPD basis) for C19H13ClF2N2O3S in the gas phase.

HOMO-LUMO gap	7.46	eV
E_LUMO	-0.70	eV
SMILES string	Cc1nc(SCC(=O)c2ccc(F)c(F)c2)[nH]c(=O)c1Oc1ccc(Cl)cc1
E_HOMO	-8.1672	eV

Element x y z (Å)
C: 3.942 -1.074 -1.476
C: 2.567 -0.810 -0.966
N: 2.475 -0.094 0.182
C: 1.309 0.201 0.641
S: 1.330 1.146 2.127
C: -0.332 0.824 2.853
C: -1.318 1.761 2.195
O: -1.934 1.402 1.212
C: -1.472 3.116 2.760
C: -2.604 3.847 2.391
C: -2.817 5.117 2.885
C: -1.887 5.676 3.745
F: -2.085 6.907 4.227
C: -0.745 4.962 4.103
F: 0.159 5.511 4.924
C: -0.535 3.685 3.622
N: 0.149 -0.158 0.050
C: 0.119 -0.913 -1.131
O: -0.943 -1.192 -1.644
C: 1.445 -1.263 -1.613
O: 1.574 -1.932 -2.798
C: 0.704 -2.954 -3.081
C: 0.374 -3.159 -4.416
C: -0.440 -4.215 -4.775
C: -0.926 -5.066 -3.795
Cl: -1.950 -6.384 -4.239
C: -0.595 -4.876 -2.463
C: 0.227 -3.825 -2.107
H: 4.218 -0.309 -2.201
H: 4.648 -1.038 -0.651
H: 3.980 -2.040 -1.974
H: -0.230 0.994 3.921
H: -0.595 -0.216 2.661
H: -3.312 3.394 1.714
H: -3.691 5.688 2.614
H: 0.375 3.176 3.900
H: -0.764 0.193 0.357
H: 0.759 -2.480 -5.160
H: -0.704 -4.374 -5.809
H: -0.974 -5.549 -1.710
H: 0.498 -3.678 -1.072

Calculated atomic charges, method Löwdin, unit e: atom 1 (C): 0.00, atom 2 (C): -0.24, atom 3 (N): 0.08, atom 4 (C): -0.63, atom 5 (S): 1.03, atom 6 (C): -0.35, atom 7 (C): -0.42, atom 8 (O): 0.08, atom 9 (C): -0.15, atom 10 (C): 0.00, atom 11 (C): 0.02, atom 12 (C): -0.20, atom 13 (F): 0.11, atom 14 (C): -0.19, atom 15 (F): 0.10, atom 16 (C): 0.05, atom 17 (N): 0.17, atom 18 (C): -0.38, atom 19 (O): 0.10, atom 20 (C): -0.14, atom 21 (O): 0.05, atom 22 (C): -0.26, atom 23 (C): 0.01, atom 24 (C): -0.10, atom 25 (C): -0.68, atom 26 (Cl): 0.66, atom 27 (C): -0.09, atom 28 (C): -0.01, atom 29 (H): 0.09, atom 30 (H): 0.08, atom 31 (H): 0.08, atom 32 (H): 0.08, atom 33 (H): 0.10, atom 34 (H): 0.12, atom 35 (H): 0.13, atom 36 (H): 0.11, atom 37 (H): 0.12, atom 38 (H): 0.12, atom 39 (H): 0.11, atom 40 (H): 0.11, atom 41 (H): 0.12